1.
Here is 8 unconnected molecules or ions with the total composition C26H57NO12 from the Open Molecules 2025 dataset. Energies are from wB97M-V/def2-TZVPD.

Last column: Mulliken charge in e.
CARTESIAN COORDINATES (ANGSTROEM)
H1 1.4376 2.0439 1.4049  0.271
N1 1.1172 1.0859 1.5825  -0.605
C1 2.1076 0.3095 1.6578  -0.256
C2 3.5706 0.7029 1.5616  -0.730
C3 3.8213 1.7941 0.5676  0.429
C4 3.7936 1.8142 -0.7666  0.452
C5 3.5245 0.7926 -1.8139  -0.149
C6 3.7433 -0.6626 -1.4144  -0.285
C7 3.3738 -1.6023 -2.5556  -0.955
C8 1.8789 -1.7674 -2.7172  0.476
O1 1.0789 -1.4505 -1.8875  -0.486
O2 1.4834 -2.3774 -3.8626  -0.274
C9 1.7259 -1.6611 -5.0946  -0.130
C10 0.6121 -2.0137 -6.0567  -1.321
C11 4.0980 3.2201 -1.1901  -0.389
O3 4.2104 3.6594 -2.2854  -0.519
O4 4.2273 4.0113 -0.0616  -0.349
C12 4.1193 3.1796 1.0314  0.419
O5 4.2563 3.5711 2.1443  -0.553
H2 1.9042 -0.7481 1.8323  0.430
H3 3.8891 1.0550 2.5490  0.212
H4 4.1855 -0.1698 1.3361  0.479
H5 2.4976 0.9436 -2.1719  0.339
H6 4.1740 1.0378 -2.6621  0.508
H7 3.1232 -0.9217 -0.5546  0.014
H8 4.7939 -0.8141 -1.1529  0.483
H9 3.8008 -1.2541 -3.5021  0.457
H10 3.7855 -2.6026 -2.3926  0.333
H11 1.7387 -0.5885 -4.8807  0.338
H12 2.6973 -1.9619 -5.4972  0.287
H13 0.4059 -3.0833 -5.9990  0.309
H14 0.9065 -1.7697 -7.0788  0.426
H15 -0.3019 -1.4698 -5.8169  0.274
C13 -1.1623 -4.4749 -3.0296  -0.829
C14 -2.2066 -3.3836 -3.1420  0.155
O6 -2.1003 -2.4456 -2.0734  -0.499
H16 -1.2574 -4.9980 -2.0766  0.317
H17 -1.2461 -5.2051 -3.8373  0.323
H18 -0.1599 -4.0453 -3.0741  0.102
H19 -3.2143 -3.7887 -3.0854  0.110
H20 -2.1088 -2.8652 -4.1042  0.087
H21 -1.2142 -2.0623 -2.0932  0.276
C15 -6.7479 -5.2922 -1.2189  -1.222
C16 -5.4631 -4.6497 -1.7060  0.004
O7 -5.5644 -4.1893 -3.0473  -0.611
H22 -7.0239 -6.1273 -1.8638  0.310
H23 -6.6367 -5.6605 -0.1976  0.352
H24 -7.5640 -4.5666 -1.2340  0.307
H25 -4.6457 -5.3722 -1.7009  0.382
H26 -5.1801 -3.8238 -1.0439  0.125
H27 -6.2704 -3.5302 -3.0655  0.352
C17 -6.7733 0.4140 -1.0479  -1.155
C18 -6.7877 -1.1002 -1.0369  -0.086
O8 -7.0330 -1.6467 -2.3366  -0.535
H28 -7.7128 0.8146 -1.4253  0.282
H29 -6.6093 0.8038 -0.0421  0.334
H30 -5.9663 0.7841 -1.6853  0.331
H31 -7.5960 -1.4758 -0.4099  0.298
H32 -5.8442 -1.4918 -0.6432  0.165
H33 -6.3296 -1.3321 -2.9164  0.329
C19 -9.7649 4.7069 0.2141  -1.071
C20 -8.5212 3.9690 -0.2419  -0.183
O9 -8.7834 3.0656 -1.3102  -0.473
H34 -10.5350 3.9993 0.5219  0.294
H35 -9.5398 5.3660 1.0536  0.321
H36 -10.1710 5.3188 -0.5950  0.323
H37 -8.1245 3.3530 0.5648  0.260
H38 -7.7398 4.6802 -0.5306  0.278
H39 -9.1233 3.5705 -2.0558  0.268
C21 -0.8545 4.9896 1.8258  -0.786
C22 -1.2851 4.0597 2.9457  -0.244
O10 -1.4948 2.7295 2.4991  -0.479
H40 -1.5966 4.9897 1.0268  0.253
H41 -0.7288 6.0107 2.1888  0.325
H42 0.0995 4.6666 1.3996  0.144
H43 -2.2383 4.3852 3.3630  0.290
H44 -0.5471 4.0800 3.7566  0.247
H45 -0.6658 2.4031 2.1288  0.261
C23 8.0990 2.0266 3.7526  -1.042
C24 6.9610 1.8083 4.7315  0.181
O11 6.0655 2.9105 4.7832  -0.551
H46 8.6591 2.9246 4.0154  0.308
H47 8.7788 1.1732 3.7496  0.325
H48 7.7140 2.1555 2.7376  0.249
H49 7.3486 1.6921 5.7442  0.219
H50 6.4202 0.8902 4.4747  -0.016
H51 5.6854 3.0174 3.9035  0.323
C25 7.6420 -1.6162 6.5598  -0.939
C26 6.5455 -1.9392 5.5641  -0.286
O12 6.9750 -1.7810 4.2133  -0.477
H52 8.0012 -0.5976 6.4115  0.204
H53 7.2801 -1.7125 7.5841  0.320
H54 8.4894 -2.2948 6.4358  0.339
H55 5.7057 -1.2549 5.6835  0.259
H56 6.1702 -2.9555 5.7231  0.345
H57 7.7121 -2.3814 4.0623  0.270

Summary:
Total charge   0
Energy relative to the best compared isomer or geometry (same formula, charge and spin)   0.00 kJ/mol
SMILES   [H]/N=C\CC1=C(CCCC(=O)OCC)C(=O)OC1=O.CCO.CCO.CCO.CCO.CCO.CCO.CCO
Calculated total energy   -53944.874 eV
E_LUMO   -1.12 eV
Kohn-Sham gap   8.5101 eV



2.
Here is 5 unconnected molecules or ions with the total composition C26H58BrNO5 from the Open Molecules 2025 dataset. Energies are from wB97M-V/def2-TZVPD.

Last column: Mulliken charge in e.
CARTESIAN COORDINATES (ANGSTROEM)
C1 1.6115 -4.4611 2.2582  -0.456
C2 2.9081 -4.4479 1.4133  -0.731
C3 3.1645 -3.1078 0.7026  -0.469
C4 2.0738 -2.7071 -0.3299  -0.125
C5 1.3526 -1.3873 0.0155  -0.776
C6 0.2775 -1.5082 1.1181  0.698
C7 -0.9333 -0.5969 0.7829  -0.053
C8 -1.9526 -0.7243 1.9585  -1.233
C9 -3.3873 -1.1255 1.5176  -0.931
C10 -3.7441 -2.6129 1.8766  -1.011
C11 -4.1113 -3.3559 0.5812  -0.124
C12 -3.1445 -3.3837 -0.6180  -0.272
N1 -3.9680 -4.0808 -1.6598  -0.511
C13 -4.6873 -5.0883 -0.9089  0.537
O1 -5.3896 -5.8925 -1.4130  -0.494
C14 -4.3922 -4.8725 0.6137  -0.420
Br1 -5.8188 -5.4940 1.7853  -0.136
H1 1.4953 -5.4263 2.7622  0.417
H2 1.6605 -3.6875 3.0280  0.082
H3 0.7609 -4.3391 1.5863  -0.081
H4 2.8394 -5.2552 0.6764  0.309
H5 3.7414 -4.6726 2.0879  0.364
H6 3.3674 -2.3015 1.4176  0.123
H7 4.1032 -3.2385 0.1488  0.350
H8 1.3830 -3.5419 -0.4879  0.370
H9 2.5892 -2.5288 -1.2857  -0.220
H10 2.0864 -0.6108 0.2527  0.375
H11 0.8350 -1.0623 -0.8986  0.293
H12 0.6679 -1.1371 2.0718  -0.326
H13 -0.1275 -2.5163 1.2280  -0.081
H14 -1.3723 -0.8335 -0.1925  0.489
H15 -0.6129 0.4538 0.7346  -0.247
H16 -2.0135 0.2461 2.4583  0.447
H17 -1.5904 -1.4712 2.6685  0.535
H18 -4.0907 -0.4951 2.0732  0.530
H19 -3.5826 -0.9253 0.4612  0.499
H20 -2.9292 -3.0777 2.4340  0.474
H21 -4.6529 -2.5789 2.4811  0.359
H22 -5.0959 -2.9509 0.2946  0.223
H23 -2.4148 -4.1646 -0.3618  0.272
H24 -2.6532 -2.4696 -0.9282  0.202
H25 -4.6902 -3.3814 -1.8458  0.337
H26 -3.4920 -5.4057 0.9284  0.435
C15 4.3813 -1.2440 -5.5154  -1.328
C16 3.5464 -1.9657 -4.4688  0.350
C17 2.1851 -1.3078 -4.2964  -1.071
O2 4.2382 -1.9796 -3.2205  -0.525
H27 4.5624 -0.2079 -5.2156  0.354
H28 5.3553 -1.7225 -5.6241  0.326
H29 3.8837 -1.2415 -6.4866  0.373
H30 3.4144 -3.0082 -4.7614  0.279
H31 2.2975 -0.2736 -3.9578  0.250
H32 1.5996 -1.8321 -3.5395  0.213
H33 1.6240 -1.3068 -5.2325  0.435
H34 4.3648 -1.0669 -2.9428  0.344
C18 3.1573 -0.1979 5.8608  -1.499
C19 2.8122 -0.3087 4.3837  0.578
C20 2.6959 1.0631 3.7363  -1.198
O3 1.5867 -1.0231 4.2230  -0.474
H35 2.3748 0.3444 6.3990  0.376
H36 3.2312 -1.1882 6.3118  0.358
H37 4.1043 0.3239 6.0082  0.387
H38 3.5797 -0.8913 3.8715  0.203
H39 1.8984 1.6447 4.2075  0.331
H40 2.4424 0.9679 2.6789  0.196
H41 3.6292 1.6220 3.8221  0.413
H42 0.8923 -0.5266 4.6681  0.292
C21 0.1360 3.5262 -2.2758  -1.406
C22 -0.7235 2.8128 -1.2431  0.930
C23 -2.0756 3.4916 -1.0743  -1.220
O4 -0.0415 2.7790 0.0110  -0.510
H43 0.3322 4.5547 -1.9677  0.214
H44 1.1018 3.0276 -2.3782  0.364
H45 -0.3522 3.5442 -3.2524  0.367
H46 -0.8699 1.7741 -1.5462  0.120
H47 -1.9565 4.5135 -0.7269  0.130
H48 -2.6733 2.9632 -0.3277  0.313
H49 -2.6296 3.5092 -2.0153  0.394
H50 0.0986 3.6875 0.2954  0.321
C24 -2.9393 8.2334 -1.1101  -1.274
C25 -1.4926 7.7642 -1.1006  0.387
C26 -0.5893 8.7359 -1.8443  -1.364
O5 -1.4003 6.4652 -1.6910  -0.377
H51 -3.3159 8.2985 -2.1346  0.330
H52 -3.5753 7.5248 -0.5779  0.322
H53 -3.0409 9.2132 -0.6411  0.387
H54 -1.1486 7.6612 -0.0703  0.248
H55 -0.8916 8.8170 -2.8920  0.343
H56 0.4431 8.3839 -1.8335  0.324
H57 -0.6230 9.7301 -1.3964  0.400
H58 -1.7003 6.5339 -2.6033  0.273

Summary:
Total charge   0
SMILES   CCCCCCCCCC[C@H]1CNC(=O)[C@@H]1Br.CC(C)O.CC(C)O.CC(C)O.CC(C)O
Calculated total energy   -109672.159 eV
E_LUMO   0.54 eV
Kohn-Sham gap   10.2321 eV



3.
Here is a molecular structure, C26H58CrNO17 from the Open Molecules 2025 dataset. Energies are from wB97M-V/def2-TZVPD.

Last column: Mulliken spin population.
CARTESIAN COORDINATES (ANGSTROEM)
Cr1 1.7816 5.3966 7.8602  5.125
N1 4.9113 5.0351 10.2477  0.011
H1 4.7481 5.8081 10.8769  0.002
H2 5.5589 4.4646 10.7723  0.000
H3 5.3277 5.2317 9.3488  0.004
H4 4.0232 4.5666 10.1385  -0.010
C1 2.4087 2.7422 11.7222  0.004
C2 1.5318 3.2983 10.5941  -0.015
C3 0.0650 3.3434 10.9672  0.026
O1 1.9289 4.4005 9.8175  -0.143
H5 3.4278 2.7665 11.3361  -0.003
H6 2.4411 1.7479 12.1677  0.000
H7 2.4282 3.5488 12.4550  -0.006
H8 1.6647 2.5383 9.8242  0.034
H9 -0.7028 3.5483 10.2211  0.003
H10 -0.1712 4.1364 11.6767  -0.004
H11 -0.2874 2.4160 11.4186  0.000
C4 6.0926 4.0146 6.5934  0.006
C5 4.5321 3.8188 6.6446  -0.029
C6 4.0823 2.5442 7.4225  0.032
O2 3.8745 4.9626 7.2103  0.041
H12 6.5104 3.1399 6.0950  -0.002
H13 6.5977 4.1638 7.5478  -0.001
H14 6.4861 4.8174 5.9698  -0.001
H15 4.2762 3.6263 5.6027  -0.011
H16 4.2007 2.4571 8.5026  -0.008
H17 4.5432 1.6634 6.9754  0.000
H18 3.0238 2.3100 7.3090  0.007
C7 0.3418 6.0162 14.6126  0.001
C8 1.2218 6.6573 13.5700  -0.005
O3 2.2917 7.3125 14.1219  0.001
C9 3.4412 7.4190 13.4381  0.004
O4 3.6648 6.9494 12.3680  0.001
O5 4.2846 8.3343 14.0081  0.000
C10 5.5343 8.6444 13.4772  0.000
H19 -0.2177 6.7678 15.1696  0.000
H20 0.8900 5.4354 15.3544  0.000
H21 -0.4200 5.3674 14.1805  0.000
H22 0.6112 7.4451 13.1288  -0.001
H23 1.3903 5.8639 12.8418  0.003
H24 5.3904 9.3090 12.6253  0.000
H25 6.0239 7.7981 12.9955  0.000
H26 6.2964 9.0133 14.1637  0.000
C11 3.4295 -1.6976 9.6154  0.000
C12 3.6798 -0.6199 10.6987  0.000
O6 4.9620 -0.8338 11.3382  0.000
C13 5.0923 -1.7452 12.3735  0.000
O7 4.2071 -2.4302 12.8220  0.000
O8 6.4422 -1.8324 12.6231  0.000
C14 7.0061 -2.8649 13.4718  0.000
H27 3.6736 -2.7207 9.9012  0.000
H28 4.1843 -1.5156 8.8503  0.000
H29 2.4437 -1.5226 9.1845  0.000
H30 2.9378 -0.6640 11.4960  0.000
H31 3.7998 0.3480 10.2121  0.001
H32 8.0866 -2.9951 13.4100  0.000
H33 6.5742 -3.7231 12.9570  0.000
H34 6.5887 -2.8805 14.4785  0.000
C15 4.7467 4.0087 14.3672  -0.002
C16 3.8251 2.9897 15.0546  0.000
O9 4.4154 2.8999 16.3477  0.000
C17 3.8734 2.2088 17.3547  0.000
O10 2.7159 1.7456 17.2937  0.000
O11 4.7202 2.2808 18.3764  0.000
C18 4.4779 1.4693 19.4713  0.000
H35 5.7445 3.5840 14.2572  0.000
H36 4.6181 4.9193 14.9523  0.000
H37 4.3120 4.2977 13.4104  0.002
H38 3.7996 2.0359 14.5276  0.000
H39 2.8254 3.4001 15.1971  0.000
H40 4.0226 2.0221 20.2931  0.000
H41 5.4568 1.1184 19.7979  0.000
H42 3.8778 0.5906 19.2350  0.000
C19 -4.5414 11.2493 13.2752  0.000
C20 -3.8406 10.1102 14.0755  0.000
O12 -4.1795 8.8465 13.5509  0.000
C21 -3.3592 8.0887 12.8772  0.000
O13 -2.1714 8.3775 12.5871  -0.001
O14 -4.0320 6.9924 12.5774  0.000
C22 -3.5601 6.1016 11.5792  -0.002
H43 -5.5656 10.8845 13.3533  0.000
H44 -4.1955 11.4735 12.2662  0.000
H45 -4.6047 12.2538 13.6938  0.000
H46 -3.9461 10.2041 15.1563  0.000
H47 -2.7640 10.2810 14.0777  0.000
H48 -2.7539 5.4071 11.8154  0.000
H49 -3.3420 6.5330 10.6022  0.001
H50 -4.4872 5.5308 11.5268  0.000
C23 -0.7295 1.2449 8.3708  0.000
C24 -1.4330 2.3792 7.8234  -0.014
O15 -1.2357 2.6872 6.4161  0.003
C25 -0.2850 3.4840 6.0423  -0.044
O16 0.4769 4.0510 6.8297  -0.052
O17 -0.3813 3.6346 4.7739  -0.001
C26 0.5860 4.2934 4.0229  0.022
H51 -0.9672 0.3934 7.7331  0.000
H52 -1.0758 1.0763 9.3905  0.001
H53 0.3525 1.3706 8.3319  0.002
H54 -1.3479 3.3310 8.3477  0.019
H55 -2.5077 2.1999 7.8547  0.000
H56 0.4984 5.3798 4.0358  0.002
H57 0.5217 3.8981 3.0091  0.001
H58 1.5954 4.0443 4.3503  -0.005

Summary:
Total charge   0
Energy relative to the best compared isomer or geometry (same formula, charge and spin)   0.00 kJ/mol
Calculated total energy   -92615.740 eV
E_LUMO (alpha / beta)   0.16 / 0.15 eV
Spin multiplicity   6
Kohn-Sham gap (alpha / beta)   5.2929 / 7.3092 eV



4.
Here is 3 unconnected molecules or ions with the total composition C26H58IN7O2P from the Open Molecules 2025 dataset. Energies are from wB97M-V/def2-TZVPD.

Last column: Mulliken spin population.
CARTESIAN COORDINATES (ANGSTROEM)
C1 -0.6973 -0.2824 3.1145  0.000
P1 -1.1777 -1.2958 1.6514  0.001
C2 -1.1442 -3.0013 2.3359  0.001
C3 -3.0488 -1.0306 1.5971  0.000
C4 -3.8147 -1.4304 2.8560  0.000
N1 -5.0285 -0.6148 3.0319  0.000
C5 -5.7519 -0.4151 1.7929  0.000
I1 -7.5592 0.6431 2.2030  0.000
C6 -4.8767 0.3940 0.8322  0.000
N2 -3.4465 0.4005 1.2897  0.000
C7 -2.5841 1.1349 0.3045  0.000
C8 -2.3088 2.5970 0.7242  -0.002
N3 -3.2771 3.4691 0.0768  0.000
N4 -1.0191 2.8933 0.1604  0.004
N5 -2.3042 2.6620 2.2031  0.000
H1 0.1184 -0.8122 3.6072  0.000
H2 -1.4686 -0.0979 3.8626  0.000
H3 -0.3224 0.6854 2.7821  0.000
H4 -1.8800 -3.2325 3.1029  0.001
H5 -1.2373 -3.7145 1.5156  0.002
H6 -0.1532 -3.1247 2.7739  0.000
H7 -3.3836 -1.5882 0.7178  0.001
H8 -3.1896 -1.2466 3.7289  0.000
H9 -4.0226 -2.5028 2.8194  0.000
H10 -5.6415 -1.0645 3.7024  0.000
H11 -6.0915 -1.3374 1.3174  0.000
H12 -4.8766 -0.0424 -0.1645  0.000
H13 -5.1876 1.4318 0.7455  0.000
H14 -3.3871 0.9113 2.1788  0.000
H15 -3.0727 1.1465 -0.6650  0.000
H16 -1.6567 0.5746 0.2249  0.000
H17 -4.1787 3.4638 0.5406  0.000
H18 -2.9545 4.4304 0.0577  0.000
H19 -0.7063 3.8310 0.4074  0.003
H20 -0.3139 2.2767 0.5518  0.001
H21 -3.2285 2.8968 2.5614  0.000
H22 -1.7081 3.4269 2.5044  0.000
C9 0.8123 -3.5445 -3.7991  0.021
C10 0.2514 -3.9408 -2.4304  -0.010
C11 1.2665 -4.7333 -1.5888  0.036
C12 1.4604 -6.1717 -2.0536  -0.017
C13 0.1283 -6.9128 -2.1026  0.032
C14 -0.9115 -6.2160 -2.9907  -0.002
N6 -0.9969 -4.7809 -2.5276  0.447
O1 -1.8337 -4.5839 -1.5826  0.490
C15 -0.5402 -6.3473 -4.4690  0.024
C16 -2.2887 -6.8438 -2.7995  -0.001
C17 -0.1288 -2.6602 -1.7011  -0.028
H23 0.7983 -4.3364 -4.5349  -0.008
H24 0.2433 -2.7077 -4.2063  -0.004
H25 1.8465 -3.2201 -3.6769  0.000
H26 0.9109 -4.7432 -0.5530  0.002
H27 2.2140 -4.1889 -1.5992  0.001
H28 1.9592 -6.1987 -3.0262  -0.001
H29 2.1265 -6.6824 -1.3558  0.001
H30 0.2630 -7.9322 -2.4734  0.002
H31 -0.2793 -6.9872 -1.0899  0.002
H32 -1.1330 -5.6712 -5.0860  -0.011
H33 -0.7649 -7.3689 -4.7763  0.001
H34 0.5136 -6.1813 -4.6733  0.000
H35 -2.5832 -6.8573 -1.7546  0.003
H36 -2.2543 -7.8678 -3.1734  0.000
H37 -3.0433 -6.2937 -3.3624  -0.001
H38 -0.9444 -2.1492 -2.2139  -0.003
H39 0.7369 -1.9937 -1.6747  -0.001
H40 -0.4400 -2.8668 -0.6825  0.020
C18 4.3214 6.7420 -0.2617  0.014
C19 3.4485 6.0454 0.7861  -0.003
C20 4.2425 5.6217 2.0348  0.034
C21 5.1390 4.4063 1.8242  -0.020
C22 4.3400 3.2251 1.2821  0.034
C23 3.6029 3.5637 -0.0199  0.005
N7 2.7824 4.8035 0.2505  0.448
O2 1.6429 4.5623 0.7776  0.480
C24 4.5926 3.7183 -1.1769  0.019
C25 2.6251 2.4613 -0.4031  -0.022
C26 2.3568 7.0317 1.1899  0.003
H41 4.9119 6.0756 -0.8744  -0.005
H42 3.6958 7.3352 -0.9295  -0.005
H43 5.0059 7.4219 0.2468  0.000
H44 3.5214 5.3942 2.8258  0.003
H45 4.8262 6.4816 2.3709  0.002
H46 5.9718 4.6493 1.1592  -0.002
H47 5.5854 4.1270 2.7802  0.002
H48 4.9907 2.3674 1.0910  0.001
H49 3.6017 2.9159 2.0286  0.002
H50 4.1182 4.1787 -2.0441  -0.010
H51 4.9232 2.7192 -1.4627  0.000
H52 5.4823 4.2843 -0.9188  0.000
H53 1.9244 2.2658 0.4039  0.012
H54 3.1820 1.5454 -0.6076  -0.001
H55 2.0615 2.7377 -1.2950  0.001
H56 1.6981 7.2400 0.3470  -0.003
H57 2.8400 7.9640 1.4887  0.000
H58 1.7580 6.6625 2.0175  0.004

Summary:
Total charge   +1
Energy relative to the best compared isomer or geometry (same formula, charge and spin)   0.00 kJ/mol
Calculated total energy   -59809.385 eV
E_LUMO (alpha / beta)   -2.31 / -2.31 eV
Spin multiplicity   3
Kohn-Sham gap (alpha / beta)   7.4634 / 8.8320 eV